1.
Formula: C5H10O
Source: OMol25
Level of theory: the ωB97M-V functional and the def2-TZVPD basis

The geometry in XYZ format:
```
16
Properties=species:S:1:pos:R:3:forces:R:3:nbo_charge:R:1
O -1.156 0.771 1.339 0.1 -0.1 -0.4 -0.55
C -0.913 0.420 0.203 -0.1 0.0 0.3 0.61
C 0.663 -1.476 0.544 0.0 -0.1 0.1 -0.60
C 0.468 -0.126 -0.155 0.0 0.0 -0.1 -0.32
C 1.541 0.877 0.274 0.0 0.1 0.0 -0.60
C -1.971 0.471 -0.877 0.0 0.1 0.0 -0.72
H 0.523 -0.275 -1.241 0.0 0.0 0.1 0.20
H 1.431 1.833 -0.250 0.0 -0.1 0.1 0.21
H -0.071 -2.217 0.206 0.1 0.1 0.1 0.21
H 1.665 -1.868 0.340 -0.1 0.0 0.0 0.21
H -1.545 0.684 -1.861 0.0 0.0 0.1 0.22
H 2.540 0.480 0.060 -0.1 0.1 0.0 0.21
H -2.465 -0.506 -0.942 0.1 0.1 0.0 0.24
H 1.462 1.067 1.348 0.0 0.0 -0.1 0.22
H 0.552 -1.352 1.626 0.0 0.0 -0.1 0.22
H -2.725 1.216 -0.615 0.1 -0.1 0.0 0.24
```
Positions in Å, forces in eV/Å.

Properties
Relative energy (zero: lowest compared OMol25 entry of this formula, charge and spin): 0.9 kcal/mol
Strongest force on any atom: 0.0086 Eh/bohr
LUMO: 1.00 eV
HOMO-LUMO gap: 10.533 eV
Structure (SMILES): CC(=O)C(C)C

---

2.
Formula: H2N2O3Si
Source: OMol25
Level of theory: the ωB97M-V functional and the def2-TZVPD basis

The geometry in XYZ format:
```
8
Properties=species:S:1:pos:R:3:forces:R:3:nbo_charge:R:1
Si -1.473 0.377 0.031 1.1 -0.4 -0.2 1.63
O 2.918 0.447 -0.090 -0.1 1.3 0.0 -0.28
O -0.157 1.136 0.069 0.6 1.6 0.0 -1.21
O 0.081 -1.415 0.045 -1.4 -0.1 0.0 -0.45
N 1.218 -0.970 -0.001 -0.3 -1.3 0.0 0.30
N 1.808 0.032 -0.045 1.0 -0.4 0.0 0.46
H -2.265 0.241 1.229 -0.4 -0.3 0.4 -0.22
H -2.130 0.151 -1.238 -0.4 -0.3 -0.3 -0.23
```
Positions in Å, forces in eV/Å.

Properties
Relative energy (zero: lowest compared OMol25 entry of this formula, charge and spin): 39.2 kcal/mol
Strongest force on any atom: 0.0334 Eh/bohr
LUMO (alpha / beta): -1.25 / -1.25 eV
HOMO-LUMO gap (alpha / beta): 8.994 / 8.994 eV

---

3.
Formula: C48H40Cl2F3N5P2S2V
Source: OMol25
Level of theory: the ωB97M-V functional and the def2-TZVPD basis

The geometry in XYZ format:
```
103
Properties=species:S:1:pos:R:3:forces:R:3:mulliken_spin:R:1
V 1.169 -0.463 -1.822 0.6 -0.9 1.6 2.66
Cl 2.500 -2.474 -1.831 0.7 -0.6 -0.1 0.00
Cl -2.516 -4.545 -1.724 -0.1 0.0 0.0 0.00
S -0.649 -1.983 -1.562 -0.4 -0.4 -0.2 -0.02
S 4.013 0.019 -0.138 -0.1 0.0 0.1 0.01
P 0.917 1.524 1.973 -0.1 0.0 0.2 0.03
P 0.936 -1.456 1.547 -0.3 0.2 1.1 -0.03
F -6.781 4.508 -2.561 0.0 0.0 -0.1 0.00
F -5.955 5.150 -4.452 0.0 -0.1 0.0 0.00
F -6.986 3.248 -4.308 0.0 0.1 0.0 0.00
N 1.078 -0.092 2.689 0.3 -0.1 -0.4 0.00
N 4.186 2.594 0.391 0.0 0.2 -0.1 0.00
N 2.311 1.200 -2.279 0.6 0.5 -0.6 -0.02
N 2.854 2.065 -1.375 0.1 0.2 0.1 0.05
N 1.157 -0.468 -3.797 0.1 0.1 -1.5 -0.03
C -0.978 -3.466 1.676 -0.1 0.1 -0.1 0.00
C 1.788 3.499 3.792 0.0 0.0 0.0 0.00
C -0.261 0.875 -1.854 -1.5 1.1 0.0 -0.22
C 2.283 3.101 -3.837 0.1 0.0 -0.1 -0.01
C 0.616 -1.371 -5.943 0.0 0.1 -0.1 0.00
C -1.814 0.891 1.198 0.0 0.1 0.0 -0.01
C 1.934 -5.092 -2.060 0.2 0.1 0.0 0.00
C -0.282 -5.994 -2.030 -0.1 0.0 0.0 0.00
C 2.011 -2.757 2.329 0.0 0.1 -0.1 0.00
C -1.259 3.166 1.684 0.0 0.0 0.0 0.00
C 1.555 0.684 -4.391 -0.3 -0.5 -0.2 0.16
C -0.801 -4.723 -1.858 0.3 0.1 0.0 0.00
C -2.494 -2.382 3.721 0.0 0.0 0.0 0.00
C 1.755 4.241 4.970 0.0 0.0 0.0 0.00
C 1.005 -0.185 -6.557 0.0 -0.1 0.0 0.05
C 1.767 -3.239 3.620 0.1 -0.1 -0.1 0.00
C -4.841 3.398 -3.326 0.0 0.0 0.0 0.02
C -0.048 2.169 4.567 0.0 0.0 0.0 0.00
C 2.352 -0.092 3.457 -0.1 0.1 0.0 0.00
C -4.773 2.016 -3.215 0.0 0.0 0.0 -0.01
C 1.396 -3.826 -1.906 -0.5 -0.4 0.0 0.01
C -2.516 3.572 -2.754 0.0 0.0 0.1 0.03
C -3.524 2.585 1.135 -0.1 0.1 -0.1 0.00
C -2.572 3.544 1.459 0.1 0.0 -0.1 0.00
C -1.372 -1.708 3.256 0.0 0.1 -0.1 0.00
C 3.529 -4.860 3.377 0.0 0.0 0.0 0.00
C -2.865 -3.595 3.159 0.0 0.0 0.1 0.00
C -0.614 -2.233 2.216 0.1 0.0 -0.2 0.00
C 1.089 -6.183 -2.128 0.0 -0.1 0.0 0.01
C 0.704 -1.467 -4.573 0.0 0.0 -0.1 0.08
C 0.823 3.936 5.948 0.0 0.0 0.0 0.00
C -3.715 4.176 -3.087 0.0 0.0 0.0 -0.01
C 0.020 -3.575 -1.788 -0.1 0.1 0.1 0.02
C -1.225 1.522 -2.238 0.1 0.2 0.2 0.16
C -0.872 1.823 1.607 0.1 0.0 0.0 0.00
C 0.893 2.459 3.578 0.0 0.1 -0.2 0.00
C 3.021 -3.345 1.579 0.1 0.1 0.0 0.00
C 1.482 0.842 -5.774 0.1 0.3 0.1 -0.01
C -0.080 2.897 5.744 0.0 0.0 0.0 0.00
C 2.525 -4.271 4.143 0.0 0.0 0.0 0.00
C 3.773 -4.396 2.097 0.0 -0.1 0.0 0.00
C 2.094 1.665 -3.475 0.2 0.2 0.4 0.04
C -2.431 2.182 -2.631 -0.1 -0.1 0.1 -0.04
C -2.097 -4.141 2.140 0.1 0.0 0.0 0.00
C -3.577 1.412 -2.871 0.0 0.1 0.0 0.02
C -3.137 1.265 0.988 0.0 -0.1 -0.1 0.00
C 3.648 1.625 -0.373 0.2 -0.3 0.0 0.00
C -6.134 4.069 -3.665 -0.1 0.0 0.0 0.00
H 3.232 -2.980 0.582 0.0 0.0 0.1 0.00
H -3.079 -1.955 4.527 0.0 0.0 0.0 0.00
H 2.028 3.276 -4.878 0.0 0.1 0.0 0.00
H 0.800 4.504 6.870 0.0 0.0 0.0 0.00
H 0.242 -2.208 -6.516 0.0 0.0 0.0 0.00
H 2.456 5.052 5.122 0.0 0.0 0.0 0.00
H 2.395 -0.945 4.121 0.0 -0.1 0.1 0.00
H -1.081 -0.768 3.700 0.0 0.1 0.0 0.00
H 3.311 3.433 -3.674 0.0 0.0 0.0 0.01
H 1.493 -7.178 -2.255 0.0 0.0 0.0 0.00
H 3.009 -5.215 -2.111 0.0 0.0 -0.1 0.00
H 1.610 3.719 -3.234 0.0 0.0 0.0 0.01
H 4.111 -5.678 3.783 0.0 0.0 0.0 0.00
H 2.396 0.801 4.076 0.1 0.0 0.0 0.00
H 2.325 -4.629 5.145 0.0 0.0 0.0 0.00
H 2.657 3.049 -1.460 -0.1 0.1 -0.1 0.00
H 4.703 2.300 1.199 0.0 0.0 0.0 0.00
H -5.657 1.417 -3.391 0.0 0.0 0.0 0.00
H -1.640 4.176 -2.558 0.0 0.0 0.0 0.00
H 3.890 3.553 0.328 0.0 0.0 0.1 0.00
H 0.971 -2.809 4.213 0.0 0.0 0.0 0.00
H 1.811 1.765 -6.231 0.0 0.0 0.0 0.00
H 2.526 3.733 3.032 0.0 0.0 0.0 0.00
H -3.745 -4.114 3.518 0.0 0.0 0.0 0.00
H -0.374 -3.905 0.891 0.0 0.0 0.0 0.00
H -3.858 0.516 0.682 0.0 0.0 0.0 0.00
H 0.382 -2.366 -4.069 0.0 0.0 0.1 0.01
H -1.532 -0.127 1.012 0.0 -0.3 0.0 0.02
H -2.369 -5.093 1.702 0.0 0.0 0.0 0.00
H -3.505 0.337 -2.766 0.0 0.0 0.0 0.00
H 0.941 -0.071 -7.631 0.0 0.0 0.0 0.00
H 3.239 -0.116 2.813 0.0 0.0 -0.1 0.00
H -4.552 2.879 0.957 0.0 0.0 0.0 0.00
H 4.547 -4.856 1.495 0.0 0.0 0.0 0.00
H -3.784 5.255 -3.149 0.0 0.0 -0.1 0.00
H -0.961 -6.835 -2.085 0.0 0.0 0.0 0.00
H -0.760 1.370 4.403 0.0 0.0 0.0 0.00
H -0.815 2.662 6.504 0.0 0.0 0.0 0.00
H -2.855 4.587 1.536 0.0 0.0 0.0 0.00
H -0.525 3.922 1.940 -0.1 0.0 0.1 0.00
```
Positions in Å, forces in eV/Å.

Properties
2S+1: 4
Relative energy (zero: lowest compared OMol25 entry of this formula, charge and spin): 21.2 kcal/mol
Strongest force on any atom: 0.0369 Eh/bohr
LUMO (alpha / beta): -0.50 / -0.87 eV
HOMO-LUMO gap (alpha / beta): 6.277 / 6.345 eV

---

4.
Formula: CH4OS2
Source: OMol25
Level of theory: the ωB97M-V functional and the def2-TZVPD basis

The geometry in XYZ format:
```
8
Properties=species:S:1:pos:R:3:forces:R:3:nbo_charge:R:1
S 1.551 -0.288 0.035 1.0 0.1 4.0 0.02
S -1.392 -0.078 0.452 0.0 0.7 0.5 0.45
O -1.211 -1.150 -0.801 -0.1 0.8 -0.1 -0.84
C 0.235 0.843 0.476 -0.8 -0.1 1.9 -0.72
H 0.116 1.683 -0.181 0.3 0.3 -0.4 0.22
H 0.380 1.288 1.585 -0.2 -1.3 -2.5 0.26
H -1.168 -1.993 -0.364 0.3 -0.8 0.1 0.49
H 1.489 -0.306 -1.203 -0.6 0.2 -3.4 0.11
```
Positions in Å, forces in eV/Å.

Properties
Relative energy (zero: lowest compared OMol25 entry of this formula, charge and spin): 19.4 kcal/mol
Strongest force on any atom: 0.0805 Eh/bohr
LUMO: 0.53 eV
HOMO-LUMO gap: 9.321 eV
Structure (SMILES): OSCS

---

5.
Formula: C4H10N2O2
Source: OMol25
Level of theory: the ωB97M-V functional and the def2-TZVPD basis

The geometry in XYZ format:
```
18
Properties=species:S:1:pos:R:3:forces:R:3:nbo_charge:R:1
O -3.106 0.568 0.351 -0.8 0.0 -0.3 -0.69
O -2.378 -1.569 -0.079 -1.2 0.0 -0.1 -0.68
N 0.340 -0.442 0.398 1.3 0.1 -0.4 -0.39
N -0.850 1.516 0.114 0.6 0.7 0.2 -0.78
C -2.359 -0.367 0.119 2.3 -0.8 0.3 0.81
C -0.732 0.209 0.183 -5.1 1.6 -0.4 0.42
C 0.476 -1.823 0.085 -1.8 -4.5 -0.5 -0.47
C 1.505 0.343 0.605 2.9 -1.1 1.1 -0.42
H -0.570 -2.390 -0.084 2.1 1.8 1.2 0.31
H 1.285 1.325 -1.617 -2.5 1.2 -3.4 -0.06
H 1.835 0.997 -0.192 0.2 -0.6 -0.5 0.20
H -0.009 2.111 0.118 -1.2 -0.1 0.0 0.39
H 0.705 1.587 -2.283 2.5 -1.1 2.7 0.05
H 1.108 -2.436 0.784 -0.7 1.1 -0.1 0.21
H 1.471 1.042 1.414 -0.8 0.2 1.0 0.21
H 2.299 -0.391 0.905 -0.3 0.9 -0.6 0.23
H 0.867 -2.089 -0.892 0.7 1.0 -0.4 0.21
H -1.888 1.810 0.072 1.8 -0.4 0.2 0.47
```
Positions in Å, forces in eV/Å.

Properties
Relative energy (zero: lowest compared OMol25 entry of this formula, charge and spin): 95.2 kcal/mol
Strongest force on any atom: 0.1038 Eh/bohr
LUMO: 0.53 eV
HOMO-LUMO gap: 9.572 eV

---

6.
Formula: C5H7Cl
Source: OMol25
Level of theory: the ωB97M-V functional and the def2-TZVPD basis

The geometry in XYZ format:
```
13
Properties=species:S:1:pos:R:3:forces:R:3:nbo_charge:R:1
Cl -0.661 -1.540 -0.167 -0.5 -2.4 -0.6 -0.07
C -1.409 1.907 -0.128 -0.3 3.1 -1.3 -0.36
C -1.055 0.777 0.432 2.8 1.5 -0.1 -0.27
C 0.067 0.069 -0.185 2.0 -2.5 0.0 -0.25
C 1.425 -0.090 0.598 0.1 2.0 -4.0 -0.20
C 2.352 0.528 -0.238 0.7 2.5 2.3 -0.40
H 3.353 1.071 0.227 -2.2 -2.2 -1.5 0.22
H 1.483 -0.707 1.524 0.2 1.1 -0.8 0.25
H 1.971 1.048 -1.258 1.2 -1.4 2.7 0.20
H 0.365 0.256 -1.276 -1.2 0.2 1.9 0.24
H -0.678 2.590 -1.124 -2.9 -2.6 3.2 0.22
H -2.313 2.313 0.407 1.1 0.8 -1.2 0.21
H -1.224 0.468 1.469 -1.0 0.0 -0.6 0.23
```
Positions in Å, forces in eV/Å.

Properties
Relative energy (zero: lowest compared OMol25 entry of this formula, charge and spin): 100.2 kcal/mol
Strongest force on any atom: 0.0994 Eh/bohr
LUMO: 0.73 eV
HOMO-LUMO gap: 10.409 eV

---

7.
Formula: C14H15ClN2O3
Source: OMol25
Level of theory: the ωB97M-V functional and the def2-TZVPD basis

The geometry in XYZ format:
```
35
Properties=species:S:1:pos:R:3:forces:R:3:nbo_charge:R:1
Cl 0.781 -0.222 5.168 -0.3 -0.4 0.7 -0.05
O -2.599 -1.373 -0.455 4.1 0.7 -3.6 -0.60
O 2.068 -0.664 -1.467 -8.7 -0.4 -0.7 -0.62
O 0.695 1.700 -1.146 2.1 2.0 -3.2 -0.53
N -0.449 0.961 -3.189 3.5 -9.9 -4.1 -0.41
N -0.366 -0.942 -0.726 7.1 -0.2 6.5 -0.47
C -0.428 2.382 -1.414 -8.3 1.2 4.6 -0.14
C 1.398 -0.924 2.795 7.4 -5.4 -6.8 -0.19
C 1.494 2.122 -2.420 0.0 -13.4 1.2 -0.08
C 0.015 -1.026 0.771 -10.0 6.5 -1.8 0.12
C -1.315 -1.454 -2.543 -4.5 7.2 -5.2 -0.48
C 0.400 -0.545 3.464 1.8 1.7 6.8 -0.05
C 0.683 -0.680 -1.620 6.4 -0.1 2.1 0.73
C -1.551 -1.213 -1.221 -6.4 -1.3 7.5 0.66
C 0.805 1.463 -3.649 -4.3 7.5 1.0 -0.22
C -0.579 0.154 2.990 -7.7 0.2 -6.7 -0.24
C -0.094 -0.499 -2.817 -3.5 0.8 -1.0 -0.15
C -1.445 1.527 -2.529 3.9 7.8 1.4 -0.21
C -0.991 -0.142 1.562 6.4 -2.2 4.7 -0.10
C 1.149 -1.100 1.330 7.2 -4.2 2.0 -0.20
H 2.487 -1.429 3.117 -3.4 1.8 -0.4 0.26
H -1.399 -2.423 -2.651 0.9 -5.2 -1.3 0.26
H -1.866 0.247 1.279 -3.0 1.2 -1.6 0.21
H 0.264 2.449 -4.204 2.4 -2.1 0.1 0.18
H -1.331 0.560 3.662 0.2 0.4 -0.3 0.24
H 1.519 3.030 -2.421 1.0 10.2 0.1 0.16
H 1.463 0.873 -4.220 0.1 -0.9 -0.8 0.23
H -2.389 -1.094 -3.101 3.0 -0.7 1.0 0.24
H -1.891 2.367 -3.102 -0.5 -0.7 0.1 0.19
H 1.862 -1.755 0.686 -0.4 1.8 1.5 0.25
H 0.322 -0.954 -3.595 2.5 -1.1 -3.6 0.22
H -0.539 3.565 -1.612 1.3 -2.5 0.2 0.19
H -2.031 0.840 -2.113 -2.8 -2.1 1.7 0.20
H 2.350 1.453 -2.324 0.8 1.3 0.4 0.23
H -1.133 2.262 -0.360 1.9 0.7 -2.5 0.17
```
Positions in Å, forces in eV/Å.

Properties
Relative energy (zero: lowest compared OMol25 entry of this formula, charge and spin): 71.0 kcal/mol
Strongest force on any atom: 0.2613 Eh/bohr
LUMO: -0.02 eV
HOMO-LUMO gap: 8.027 eV
Structure (SMILES): O=C1C[C@@H](N2CCOCC2)C(=O)N1c1ccc(Cl)cc1